Entry 1:
Density functional theory data (ωB97M-V/def2-TZVPD) for a structure of composition C34H34GeInN6O6S2.

Properties
M   874.244 Da
Charge   -1
LUMO   2.38 eV
Spin multiplicity   1

Atoms and positions in Å:
In 0.361 -1.403 0.310
N -5.087 3.005 4.430
C -3.963 2.194 4.248
C -3.979 1.171 3.301
C -2.886 0.335 3.162
C -1.766 0.528 3.954
C -1.734 1.538 4.901
C -2.833 2.365 5.051
S -0.412 -0.579 3.755
O -1.006 -1.898 3.674
O 0.535 -0.326 4.806
N 0.212 -0.269 2.297
C 0.648 1.003 2.037
N 1.273 1.124 0.856
C 1.649 2.336 0.490
C 1.444 3.448 1.290
C 0.846 3.203 2.513
N 0.454 2.000 2.904
H -5.703 3.060 3.635
H -4.900 3.907 4.837
H -4.853 1.026 2.675
H -2.896 -0.474 2.444
H -0.840 1.671 5.494
H -2.821 3.159 5.790
H 2.136 2.422 -0.474
H 1.742 4.439 0.980
H 0.674 4.008 3.221
O -1.449 0.543 0.135
N -2.688 0.242 -0.096
C -3.519 1.247 -0.460
C -4.855 1.041 -0.679
C -5.370 -0.242 -0.502
C -4.516 -1.257 -0.142
C -3.139 -1.045 0.037
S -2.091 -2.344 0.453
H -3.022 2.200 -0.556
H -5.475 1.873 -0.980
H -6.424 -0.441 -0.645
H -4.872 -2.267 0.004
C -0.897 -2.002 -3.027
Ge 0.464 -0.799 -2.254
C -0.001 0.977 -2.966
C 0.925 2.016 -3.071
C 0.554 3.270 -3.539
C -0.761 3.514 -3.914
C -1.696 2.490 -3.826
C -1.316 1.238 -3.357
C 2.137 -1.305 -3.197
C 2.095 -2.186 -4.247
C 3.266 -2.585 -4.934
C 4.481 -2.084 -4.577
C 4.587 -1.178 -3.493
C 5.841 -0.651 -3.087
C 5.937 0.181 -2.011
C 4.778 0.522 -1.277
C 3.561 0.043 -1.660
C 3.416 -0.807 -2.788
H -0.977 -1.926 -4.114
H -1.874 -1.795 -2.587
H -0.634 -3.026 -2.755
H 1.961 1.842 -2.801
H 1.292 4.060 -3.615
H -1.052 4.491 -4.279
H -2.723 2.668 -4.125
H -2.060 0.452 -3.292
H 1.145 -2.591 -4.573
H 3.191 -3.297 -5.748
H 5.383 -2.380 -5.102
H 6.727 -0.934 -3.645
H 6.901 0.569 -1.704
H 4.862 1.146 -0.396
H 2.684 0.263 -1.065
C 2.262 -3.641 3.345
C 0.912 -4.277 3.080
O 0.229 -3.659 1.985
H 2.736 -4.114 4.210
H 2.144 -2.576 3.556
H 2.917 -3.742 2.482
H 0.286 -4.210 3.972
H 1.029 -5.334 2.826
H -0.415 -3.071 2.419
O 1.598 -3.319 -0.537
N 2.676 -2.907 -0.100
O 2.555 -1.888 0.637

Entry 2:
Density functional theory data (ωB97M-V/def2-TZVPD) for a structure of composition C34H34I2N8O3STi in a non-equilibrium geometry.

Properties
M   936.441 Da
Charge   +1
LUMO (spin up / spin down)   -3.44 / -3.58 eV
<S²>   0.759
Spin multiplicity   2

Atoms and positions in Å:
Ti 0.268 -0.011 0.588
I -3.040 -5.277 4.450
C -2.510 -3.514 3.475
C -2.273 -2.363 4.212
C -1.905 -1.193 3.563
I -1.550 0.544 4.652
C -1.769 -1.162 2.178
O -1.391 -0.073 1.506
C -2.033 -2.327 1.446
C -1.952 -2.212 -0.048
N -0.594 -1.805 -0.504
C 0.346 -2.931 -0.532
C 1.739 -2.417 -0.735
C 2.775 -3.260 -1.111
C 4.062 -2.765 -1.156
C 4.283 -1.436 -0.814
C 3.202 -0.659 -0.467
N 1.942 -1.126 -0.447
C -2.398 -3.497 2.092
H -2.367 -2.374 5.289
H -2.239 -3.153 -0.524
H -2.637 -1.432 -0.387
H -0.681 -1.442 -1.451
H 0.321 -3.419 0.447
H 0.080 -3.668 -1.295
H 2.564 -4.296 -1.337
H 4.887 -3.407 -1.434
H 5.277 -1.013 -0.806
H 3.334 0.369 -0.161
H -2.598 -4.392 1.517
O 1.621 -3.165 2.306
S 1.654 -1.864 2.975
N 1.174 -0.680 2.231
C -0.673 7.547 -0.482
C -0.806 6.081 -0.776
C -0.613 5.589 -2.064
C -0.761 4.242 -2.357
C -0.550 3.786 -3.781
C -1.061 3.351 -1.302
C -0.990 1.940 -1.617
O -0.616 1.048 -0.851
C -1.334 3.835 -0.005
C -1.912 2.967 1.078
C -1.187 5.193 0.228
H -0.125 8.066 -1.265
H -0.170 7.715 0.471
H -1.662 8.005 -0.407
H -0.353 6.275 -2.861
H 0.274 3.078 -3.881
H -0.324 4.642 -4.413
H -1.446 3.311 -4.185
H -1.257 1.639 -2.635
H -1.316 2.092 1.324
H -2.891 2.594 0.769
H -2.049 3.545 1.990
H -1.403 5.577 1.218
C 2.284 2.558 -1.332
C 2.000 2.733 0.119
N 1.421 1.849 0.917
C 1.405 2.404 2.187
C 1.965 3.633 2.140
N 2.342 3.829 0.825
C 3.004 5.029 0.332
N 4.262 5.245 0.972
N 4.288 5.963 2.131
N 5.445 5.885 2.651
C 6.235 5.080 1.851
C 7.571 4.696 1.992
C 8.091 3.875 1.020
C 7.312 3.446 -0.075
C 5.996 3.821 -0.227
C 5.474 4.650 0.769
H 1.879 3.383 -1.919
H 1.839 1.629 -1.681
H 3.358 2.499 -1.519
H 0.993 1.864 3.024
H 2.152 4.374 2.897
H 2.378 5.893 0.548
H 3.137 4.941 -0.744
H 8.159 5.038 2.832
H 9.121 3.552 1.086
H 7.770 2.811 -0.822
H 5.417 3.504 -1.085

Entry 3:
Density functional theory data (ωB97M-V/def2-TZVPD) for a structure of composition C34H34N3O4P2RhS in a non-equilibrium geometry.

Properties
M   745.584 Da
Charge   +2
LUMO (spin up / spin down)   -8.72 / -8.72 eV
Spin multiplicity   1

Atoms and positions in Å:
Rh 0.380 0.443 1.700
C -3.674 -1.052 -5.416
S -3.929 0.138 -4.081
C -2.217 0.282 -3.523
C -2.150 1.292 -2.386
C -0.756 1.399 -1.781
N -0.284 0.159 -1.083
P -1.186 -0.587 0.146
C -2.389 -1.672 -0.549
C -3.764 -1.465 -0.377
C -4.645 -2.370 -0.931
C -4.168 -3.478 -1.628
C -2.800 -3.701 -1.766
C -1.903 -2.807 -1.217
C -2.000 0.498 1.305
C -1.768 1.890 1.502
C -2.300 2.523 2.623
C -2.996 1.800 3.568
C -3.197 0.408 3.414
C -2.702 -0.235 2.322
P 1.338 0.009 -0.431
C 1.495 -1.797 -0.337
C 1.759 -2.541 -1.491
C 1.873 -3.918 -1.411
C 1.734 -4.566 -0.184
C 1.490 -3.838 0.973
C 1.388 -2.455 0.898
C 2.595 0.424 -1.630
C 3.889 0.232 -1.124
C 4.989 0.414 -1.944
C 4.804 0.808 -3.265
C 3.524 1.006 -3.764
C 2.412 0.817 -2.953
H -4.658 -1.347 -5.776
H -3.145 -1.933 -5.048
H -3.119 -0.598 -6.236
H -1.595 0.612 -4.363
H -1.876 -0.701 -3.197
H -2.876 1.033 -1.608
H -2.420 2.280 -2.764
H -0.717 2.242 -1.087
H -0.060 1.617 -2.578
H -4.141 -0.605 0.159
H -5.711 -2.218 -0.813
H -4.875 -4.179 -2.057
H -2.438 -4.582 -2.283
H -0.833 -2.981 -1.299
H -1.278 2.493 0.759
H -2.159 3.588 2.749
H -3.375 2.301 4.451
H -3.722 -0.153 4.178
H -2.829 -1.308 2.224
H 1.879 -2.042 -2.447
H 2.079 -4.494 -2.307
H 1.835 -5.645 -0.128
H 1.394 -4.342 1.928
H 1.248 -1.895 1.813
H 4.030 -0.084 -0.092
H 5.987 0.242 -1.558
H 5.663 0.955 -3.911
H 3.382 1.304 -4.795
H 1.430 0.939 -3.381
C 3.652 2.517 1.238
C 2.859 2.416 2.495
N 1.798 1.642 2.715
C 1.401 1.850 4.024
C 2.221 2.751 4.600
N 3.124 3.084 3.625
C 2.311 3.446 5.918
O 1.418 3.120 6.827
O 3.178 4.262 6.061
C 0.261 1.085 4.508
O -0.258 1.278 5.592
O -0.124 0.170 3.647
H 3.006 2.360 0.378
H 4.435 1.756 1.224
H 4.129 3.492 1.148
H 3.868 3.750 3.798
H 0.781 2.458 6.495

What did we get for E? Answer: -140396.5967, -104023.0111, -80877.0867 eV, in the order shown.
What did we get for energy above the lowest of the compared OMol25 structures with the same formula, charge and spin? Answer: 0.455, 0.334, 1.340 eV, in the order shown.